A structure of composition C16H24CeIN2O8P2 at a distorted geometry, computed with ωB97M-V/def2-TZVPD.

```
54
Properties=species:S:1:pos:R:3:forces:R:3
C -0.02110 -1.67954 -4.62319 -1.5 -0.5 -1.1
C -0.84316 1.03505 1.56107 0.1 0.6 0.5
C 3.89797 0.83004 -1.25738 -0.1 0.1 0.1
H -3.17471 -0.38299 -4.25944 -0.2 -0.3 0.1
C -0.98423 2.43050 3.67826 -0.1 0.2 0.8
H 4.86683 -2.10135 -1.16059 -0.2 0.1 0.2
O 0.28895 0.19877 -3.19223 -2.5 -4.0 -0.7
H 0.19093 -0.73574 3.27718 -0.1 0.1 0.4
H -0.82992 -2.39295 -4.80118 0.3 -0.1 -0.1
H 4.97157 0.59686 -1.26277 -0.3 0.2 0.0
H 3.30648 -2.90019 -0.77055 0.3 0.1 0.1
C -3.38841 -1.11115 -3.46438 0.3 -0.2 -0.4
C -3.32398 0.97308 -1.60872 0.8 0.6 -0.1
I 0.22517 -3.28895 -1.77914 -0.1 0.3 -0.1
O 0.93230 -1.82351 5.24944 -0.6 2.0 0.8
O 0.72869 -0.74178 7.14392 -0.4 0.4 -2.8
C 1.04318 2.07937 -1.17426 0.3 4.6 -1.3
O -1.70243 4.70091 5.03035 1.0 -2.1 0.9
O -0.61961 -0.20996 1.17483 -0.1 0.2 -0.7
H -0.22074 1.58097 6.92722 0.0 0.0 -0.3
C -0.09972 0.17548 3.79047 -0.3 0.2 0.5
H 3.68192 1.61954 -1.98739 0.1 -0.2 0.1
H -4.46086 -1.11011 -3.21781 0.3 0.0 -0.3
H -1.36790 3.28273 3.12040 0.0 -0.2 0.1
O -1.11783 1.94761 0.76079 0.4 -1.4 0.4
P 2.96151 -0.68372 -1.66264 1.6 -0.3 -0.1
C -0.32423 1.48884 5.84517 0.0 0.1 -0.2
H 0.08137 -1.00998 -5.48909 -0.2 0.1 0.3
H 3.19094 -1.99198 -3.70529 0.2 0.2 0.1
C 3.87152 -1.96281 -0.72034 -0.4 0.0 0.2
H 0.92438 -2.23027 -4.50883 -0.3 0.2 0.4
H 3.60273 1.18729 -0.26303 0.2 0.0 -0.1
C -3.28375 -1.73065 -0.70179 0.8 -0.3 0.2
H -3.06420 -2.11333 -3.76853 -0.3 0.2 -0.1
N -1.25226 3.77418 5.74139 -1.0 3.2 1.5
H 3.36776 -0.24733 -4.03673 0.1 -0.2 0.1
C -0.65797 1.22127 3.04231 0.1 0.5 0.5
C -0.83621 2.55294 5.08314 0.4 -1.7 -1.2
C 3.61345 -1.05055 -3.32917 -0.4 0.0 -0.4
N 0.60766 -0.80736 5.90065 1.2 -2.7 2.3
Ce 0.14612 -0.43144 -0.89147 -0.1 0.1 2.3
H 4.70713 -1.15392 -3.25387 -0.4 0.1 -0.1
P -2.51603 -0.62925 -1.96782 -2.3 -0.2 -0.2
C -0.29775 -0.91089 -3.38846 3.6 4.1 0.3
O -1.15166 3.87315 6.98070 0.0 -0.9 -2.6
H 3.95490 -1.64945 0.32571 0.1 -0.2 -0.1
H -3.07843 1.68862 -2.40235 -0.1 -0.1 0.1
C 0.05096 0.31094 5.18267 -0.5 1.2 -1.4
H -2.68093 -2.64750 -0.60294 -0.4 0.2 0.1
H -4.40793 0.80687 -1.59863 0.2 -0.1 0.0
H -3.34057 -1.22053 0.27368 0.1 -0.2 -0.4
H -2.99610 1.40514 -0.65555 -0.1 -0.2 -0.2
O 1.12032 3.17298 -1.51919 -0.2 -3.8 1.3
H -4.29207 -1.98397 -1.06463 0.3 0.1 0.1
```
Positions in Å, forces in eV/Å.

Output
- LUMO (alpha / beta) (eV) = -9.9 / -10.0
- spin multiplicity = 2
- frontier orbital gap (alpha / beta) (eV) = 5.2 / 5.1
- total charge = +2
- <S²> = 0.77
- energy above the lowest of the compared OMol25 structures with the same formula, charge and spin (eV) = 0.000

=====

A cluster of 17 separate species, C34H94BNO23 in total at a distorted geometry, computed with ωB97M-V/def2-TZVPD.

```
153
Properties=species:S:1:pos:R:3:forces:R:3
O -1.24489 -3.81486 -2.02071 0.0 -2.0 -1.0
H 4.98359 -5.64524 2.08370 0.3 0.1 0.1
H -1.94267 -6.45681 1.49003 0.2 0.1 -0.2
C -3.32217 3.49128 0.04364 0.8 0.4 1.0
H 2.97770 5.56045 1.93068 -0.1 -0.2 0.2
H 3.32908 -5.86811 1.78669 -0.4 0.4 -0.1
H 0.77584 -0.38744 -3.90918 0.1 -0.1 -0.1
H 1.34706 5.05830 0.18334 0.1 -0.1 -0.2
O -1.98708 -3.63121 -4.76889 -0.2 -2.7 1.1
O -1.66242 -6.05360 -2.29497 -0.2 0.7 -0.3
O -5.02551 -9.09483 -2.99162 1.3 1.1 -0.3
H -2.15514 1.97131 -1.68025 -0.4 0.0 -0.6
H 4.03184 2.10480 4.29830 0.1 0.3 -0.2
H -4.13098 3.57180 -5.36020 -0.1 -0.4 0.0
H -3.97706 2.85341 5.56307 0.5 0.6 -0.2
O 7.69285 1.65195 1.61226 1.4 -0.2 0.2
H 1.31570 3.37648 4.38890 0.0 -0.2 0.2
C 0.42734 3.30728 3.76109 -0.4 0.1 1.0
H 6.54103 2.28857 3.18096 0.3 -0.1 0.0
C -2.48241 -5.54393 1.23815 -0.4 0.9 0.2
H 1.29218 -3.87344 -3.80435 0.1 -0.2 -0.3
O 2.83332 -3.23885 1.38539 -2.2 1.1 -0.2
H 0.43980 1.20380 3.80972 -0.1 -0.4 0.4
C -4.00904 -8.46175 -3.18718 -0.4 -1.8 0.0
H 2.01973 7.37348 2.56631 -0.2 0.3 0.0
H -1.89438 -4.81149 0.68511 0.4 -0.5 -0.4
H -2.14246 2.18941 3.35767 -0.6 0.3 -0.3
H 2.98396 5.09368 -0.62453 -0.2 -0.3 0.1
H -1.19956 -0.26729 -6.22989 -0.2 -0.2 0.0
H 7.54181 1.30025 0.73186 0.0 0.0 0.0
H -0.30783 5.80033 -2.10885 0.2 0.1 0.1
H -4.29722 3.59422 3.02080 0.1 0.1 0.0
H -0.46141 -0.87926 4.14089 -0.3 0.2 0.0
H 0.58785 0.58997 -7.24551 0.2 0.0 -0.1
H 3.07216 -3.96033 -3.87683 0.0 0.3 -0.3
H 3.54656 -0.09697 0.92192 0.1 -0.1 0.4
H 0.37905 5.84823 -3.74574 -0.2 0.0 -0.1
H 5.56813 0.04493 4.59338 -0.2 0.3 0.1
H -0.73023 1.36289 0.07851 -0.5 0.8 -0.6
H 0.03541 -1.71589 -4.89447 0.1 -0.3 0.7
H 1.71365 -0.42148 -0.61433 0.3 -0.2 0.2
C -3.77769 -5.83736 0.49252 1.7 0.2 -1.0
C 4.69458 -0.42101 4.13739 -0.8 -0.5 0.0
C -1.15283 7.31916 -3.33867 1.5 1.3 0.7
C -4.51141 1.02149 4.73276 -0.5 -0.3 -0.3
H 0.76693 1.05963 0.77133 0.6 0.3 0.2
O 3.40137 -2.94208 -1.43607 -0.2 0.0 0.6
H -4.68902 1.34605 -4.46803 -0.2 -0.2 0.6
H 5.74858 1.36149 1.89931 -0.4 0.0 0.4
H -5.23272 0.74243 5.50085 0.0 -0.2 0.0
O -2.32530 -5.92036 -4.56019 0.0 1.0 0.3
H -4.86392 0.72188 3.74582 0.0 -0.7 0.2
C 3.91008 -3.74882 2.05925 1.6 -1.0 -0.3
C -3.59970 -0.50528 0.27735 -0.3 0.5 0.6
O 2.40865 1.62693 1.22732 0.3 -0.7 -1.3
O -1.38814 7.53511 -4.68481 -1.1 -0.4 -1.7
O -3.81397 2.88147 3.44512 0.3 0.3 0.0
H 4.57370 -1.41295 4.57276 0.2 -0.1 0.0
O -4.66193 -6.57779 1.25007 -1.2 -0.2 0.8
H 2.27058 -4.65480 -1.61211 0.0 -0.3 -0.3
H -2.82492 -2.28473 1.08167 0.4 -0.1 0.3
C 6.07574 3.37045 1.39284 -0.7 0.8 -0.1
C -0.53163 5.97733 -3.16084 -0.3 -0.7 0.5
C 6.48314 2.14071 2.10259 -0.9 -1.1 0.0
H -1.27038 5.21641 -3.41253 0.1 -0.2 -0.3
O 0.80519 0.17026 -6.40991 0.5 -0.2 -0.5
H 4.40478 -5.26615 0.50885 -0.3 0.4 -0.1
H -0.42613 8.09645 -3.10236 0.3 0.0 0.9
H -4.19992 -4.90190 0.12544 -0.5 0.0 0.4
H -1.51387 8.46739 -4.87624 0.0 0.0 0.2
H -0.22662 4.11805 4.08216 0.0 0.3 -0.3
H -4.20580 -7.36806 1.54843 0.0 -0.1 0.0
C -0.18686 -2.49786 2.81590 -1.3 -0.5 0.5
C -2.87041 -1.77754 0.11792 0.3 -1.0 0.0
H -1.91291 4.31042 -1.34074 0.3 0.0 -0.2
C -1.98438 -4.70457 -4.15590 0.3 2.0 -1.7
C 2.49161 0.30586 -0.84641 0.2 0.9 0.1
C -1.89497 3.58095 -0.53102 -2.1 0.0 -0.4
C -3.46924 3.09925 -4.63433 1.0 0.0 -0.3
H -3.52895 -6.38046 -0.41922 0.1 -0.1 -0.2
H -2.69368 -4.99171 2.15385 -0.3 -0.3 0.4
O -1.57606 2.29392 -0.98584 1.4 -0.2 0.0
H -3.32553 2.72245 0.81629 0.0 -0.1 0.0
H 1.98392 1.17553 -1.26360 0.1 0.0 -0.5
H 6.60570 4.23086 1.80144 0.3 0.1 -0.6
H 4.72973 -3.09312 1.76547 0.8 -0.3 0.4
H 4.17090 1.35059 0.20157 -0.1 0.1 -0.7
C 3.24860 0.79471 0.37035 -0.4 -0.3 1.0
H -0.70228 -3.23534 2.20063 -0.5 -0.1 0.1
H -1.99491 7.47663 -2.66473 -0.5 -0.2 -0.2
C 3.34767 0.31569 4.25858 1.5 -0.6 0.3
C -3.63344 1.61696 -4.44671 -0.7 -0.2 -0.8
H 1.32488 -2.11761 1.76737 0.6 -0.1 -0.5
O -2.93718 1.17531 -3.29297 -0.4 0.1 0.5
H 3.81744 -3.65564 3.14131 -0.4 -0.2 0.0
C 2.21267 5.65729 -0.09959 0.7 0.9 0.7
H 2.63298 -0.26804 3.67842 -0.3 0.3 0.1
H -3.64282 0.00236 -0.68626 -0.3 0.3 0.2
O -1.57833 -1.51018 -0.41029 -0.1 0.4 0.2
H 3.76181 6.79336 1.01049 0.1 0.1 -0.4
C -0.29985 1.97607 4.02099 0.5 0.2 -1.9
H 3.18587 -3.04550 0.51365 -0.4 0.1 -0.9
H -1.32259 -2.22001 -1.00387 0.1 -0.5 -0.2
C -2.60343 -9.09076 -3.58928 -0.4 -3.8 0.2
H -5.45902 2.93511 4.68488 -0.1 -0.1 -0.2
C 2.22193 -3.43480 -3.44206 -1.0 -0.5 0.4
H -3.55051 3.67403 -3.71176 0.1 -0.2 0.1
H 2.14846 -2.37610 -3.69075 0.5 -0.1 -0.1
C 4.14540 -5.18095 1.56410 0.8 -0.6 1.0
O 1.86823 7.26877 1.62414 -0.5 0.4 0.5
N -0.21354 0.81777 0.75377 0.2 -0.7 -0.1
H -3.11167 0.10304 1.03884 0.3 0.4 -0.2
H -0.33589 -0.14562 0.47625 -0.1 -0.8 0.1
H 4.11729 -3.39272 -1.88995 0.4 0.2 0.1
H -3.17985 1.06247 -5.26823 -0.1 0.3 -0.5
O -3.82535 -7.16349 -3.06779 1.0 0.8 0.1
B -2.37513 -6.80998 -3.37262 -0.6 -1.0 -0.3
C -1.52529 -4.80270 -2.70616 -0.5 1.3 1.8
H -3.54620 0.57767 4.97667 0.0 0.0 -0.2
C -4.45794 2.50544 4.64886 -0.5 0.3 0.9
H -0.62761 1.17117 -5.41201 -0.3 0.1 0.5
H -1.87901 -1.12208 3.03491 0.4 0.4 -0.4
H -1.15714 3.92451 0.19401 0.0 -0.3 0.1
H 1.32375 -3.22806 -1.48467 0.2 0.5 0.1
H 4.87455 -0.54822 3.06990 0.2 -0.1 0.0
H -0.69598 1.88581 5.03244 0.1 0.0 0.0
H -3.06815 0.22442 -3.30936 0.3 -0.3 0.4
C -1.09912 -1.59941 3.62822 -0.6 -0.6 0.3
H 1.89937 6.45299 -0.77547 -0.1 0.0 0.0
C -0.37516 0.13601 -5.64182 -0.3 0.5 0.3
H 6.21527 3.16435 0.33163 0.3 0.6 -0.1
O -2.34191 -10.30155 -3.74470 -0.9 3.9 0.4
O -1.35235 1.74800 3.03754 1.0 0.1 1.2
O 3.48801 1.60130 3.68811 -0.4 0.5 -0.1
C -0.11272 -0.73945 -4.43326 -0.1 0.3 -0.7
H -0.58974 0.95778 1.68057 -0.5 0.1 0.5
H -4.10209 3.22576 -0.67004 0.2 0.2 -0.3
H 3.20522 -0.13319 -1.54361 -0.3 0.0 -0.1
H -3.54718 4.42890 0.55191 -0.4 0.2 -0.1
O 0.50733 -1.65736 1.97076 1.3 1.0 -0.6
H -4.56505 -0.70885 0.74078 -0.4 0.1 -0.5
H 5.01241 3.58253 1.50436 -0.2 -0.1 0.2
H 0.46271 -3.07586 3.47323 0.3 0.1 0.2
H -1.70251 -2.13356 4.36218 0.3 -0.3 0.3
H 2.87151 1.63473 2.06833 0.0 0.4 0.7
H -0.94322 -0.73289 -3.72732 0.0 -0.2 -0.1
O -1.74406 -8.11066 -3.62423 0.7 0.9 -0.1
H -3.42319 -2.47733 -0.50883 0.1 0.0 -0.4
H 3.03254 0.43384 5.29532 -0.2 -0.3 0.0
C 2.23369 -3.61658 -1.94200 0.0 0.1 -0.1
H 0.79851 3.47428 2.74993 -0.4 -0.3 -0.2
H -2.45833 3.14238 -5.03969 0.2 0.9 0.2
C 2.79222 6.32308 1.17431 0.2 -1.0 -0.9
```
Positions in Å, forces in eV/Å.

Output
- LUMO (eV) = -0.2
- frontier orbital gap (eV) = 8.5

=====

An isolated molecule of C5H5NO at a distorted geometry, computed with ωB97M-V/def2-TZVPD.

```
12
Properties=species:S:1:pos:R:3:forces:R:3
O 0.88480 0.75249 1.31866 0.2 -0.8 0.6
C -0.13097 1.00883 -0.92612 -0.3 -0.1 -0.8
C -1.34623 1.44167 -0.29521 -0.9 0.3 0.2
C 0.20763 -0.28630 -0.99877 0.1 0.4 0.0
H 1.53812 -1.06544 1.76708 -0.1 -0.3 0.2
N -2.40408 1.77036 0.04593 1.1 -0.3 -0.1
C -0.11056 -1.14098 0.18392 0.0 0.1 -0.1
C 0.83307 -0.44490 1.20159 0.1 0.4 0.5
H 1.05108 -0.58304 -1.61775 -0.1 0.1 0.1
H -1.14518 -1.02821 0.53904 0.2 0.1 0.0
H 0.48876 1.79291 -1.34399 -0.3 -0.1 -0.5
H 0.11085 -2.20890 0.09287 0.1 0.3 -0.1
```
Positions in Å, forces in eV/Å.

Output
- LUMO (eV) = -0.1
- frontier orbital gap (eV) = 9.7
- structure (SMILES) = N#C/C=C\CC=O
- energy above the lowest of the compared OMol25 structures with the same formula, charge and spin (eV) = 2.020

=====

A cluster of 2 separate species, C7H12O in total at a distorted geometry, computed with ωB97M-V/def2-TZVPD.

```
20
Properties=species:S:1:pos:R:3:forces:R:3
H -2.69677 -0.72199 0.15382 0.4 -0.5 0.5
H 1.95746 0.69521 0.95664 -0.4 0.0 -0.1
C 2.21096 -0.32689 1.20348 0.0 -0.2 0.6
O -0.73933 3.05891 2.47206 0.4 -0.3 -0.1
H 3.10466 -0.40028 1.81292 0.4 -0.4 -0.6
H 1.70232 -2.35605 1.32435 0.1 -0.1 0.1
C 0.19225 0.53919 -2.52937 -0.5 0.8 -1.0
C 1.39344 -1.36550 1.01524 0.0 0.8 0.9
H 1.27506 -0.88364 -1.47077 0.0 0.2 -0.5
H -0.77138 -1.23047 1.50731 0.3 -0.6 0.2
H -2.24388 -1.48777 -1.39898 -0.3 0.1 0.1
C -0.03418 -1.17815 0.71134 -0.4 0.5 -1.4
H -0.65822 1.17845 -2.74885 -0.4 -0.3 0.6
H 0.12810 2.63377 2.40810 -0.2 0.2 0.2
H 0.96190 0.79725 -3.25164 0.4 -0.5 0.3
C -2.01303 -0.68483 -0.68886 -0.7 0.6 -0.9
C 0.31227 -0.38021 -1.58883 1.4 -0.7 0.7
H -1.22589 2.63416 1.76027 -0.2 0.0 0.0
C -0.54379 -0.77282 -0.46510 -0.5 0.5 0.5
H -2.31197 0.25168 -1.18313 0.3 -0.2 -0.1
```
Positions in Å, forces in eV/Å.

Output
- LUMO (eV) = 0.7
- frontier orbital gap (eV) = 9.4
- structure (SMILES) = C=C/C=C(/C)C=C.O
- energy above the lowest of the compared OMol25 structures with the same formula, charge and spin (eV) = 2.056